(1)
The following is a quantum chemistry calculation of 9 unconnected molecules or ions with the total composition C18H36Br18, from the Open Molecules 2025 dataset.

```
72
Properties=species:S:1:pos:R:3:lowdin_charge:R:1
Br -2.621 -0.683 9.145 0.527
H -3.065 -6.969 4.449 0.055
H 7.937 -0.982 3.217 0.043
H 2.607 8.394 2.166 0.054
C -3.038 -7.724 -2.318 -0.659
Br -1.035 -8.204 7.461 0.576
H -0.627 1.007 8.767 0.051
C -2.539 -7.856 6.260 -0.716
Br -3.582 6.796 -1.969 0.532
Br 1.416 2.468 -0.095 0.643
H 6.765 0.370 1.441 0.034
H 1.703 9.909 1.863 0.033
H -4.555 9.875 -2.517 0.051
C -5.292 9.097 -2.720 -0.636
C 0.420 -0.886 9.218 -0.642
H 1.593 -0.447 0.468 0.044
H 3.294 -1.533 -8.009 0.042
H 5.301 -3.124 -7.217 0.035
Br 0.393 -1.669 7.418 0.555
Br 6.478 0.377 4.639 0.580
H 2.270 -2.891 -7.556 0.048
Br -0.636 -1.699 0.714 0.505
C 2.637 9.375 1.692 -0.665
Br -2.100 1.402 -6.025 0.660
Br -5.639 -1.634 -5.601 0.542
Br 4.754 -3.817 -9.654 0.539
H 3.802 8.872 -0.228 0.043
C 0.103 1.061 -0.058 -0.730
H -2.496 -6.946 -1.779 0.057
H 4.178 -4.470 -7.216 0.054
Br 7.277 2.606 1.987 0.553
Br 2.221 10.698 -0.827 0.592
C -0.802 0.139 9.401 -0.637
H -5.151 8.884 -3.780 0.047
H 8.450 0.700 1.145 0.045
H -0.908 1.380 0.195 0.062
H -6.096 7.025 -1.894 0.046
H 8.923 0.417 3.694 0.061
C 7.937 0.099 3.354 -0.664
H -5.431 8.038 -0.768 0.038
C 2.794 9.107 0.115 -0.681
H 0.375 -1.781 9.837 0.041
H -3.445 -6.886 -4.377 0.054
H -3.381 -0.947 -4.699 0.049
C -2.961 -7.711 -3.855 -0.712
C -4.114 -0.335 -5.224 -0.679
C -5.322 7.789 -1.824 -0.650
C 0.630 -0.077 0.821 -0.622
Br -7.067 9.954 -2.490 0.572
H -2.570 -8.624 -1.919 0.052
H -0.690 0.570 10.396 0.049
H 1.271 -0.217 9.352 0.056
C 7.687 0.692 1.924 -0.652
H 0.817 0.184 1.862 0.053
H -1.471 -6.273 4.995 0.058
H -3.384 -0.421 -7.216 0.061
Br -1.067 -7.812 -4.364 0.590
C -3.630 0.314 -6.450 -0.753
H -3.083 -8.791 6.125 0.053
H -4.473 0.946 -6.730 0.063
C 3.267 -2.464 -7.443 -0.646
Br 4.090 10.527 2.334 0.580
H 0.039 0.622 -1.054 0.046
H -3.359 -8.675 -4.173 0.041
Br -1.150 -8.562 3.858 0.501
C 4.399 -3.513 -7.690 -0.636
Br 3.341 -1.804 -5.568 0.562
C -2.124 -7.145 4.970 -0.574
H 2.217 8.282 -0.303 0.046
H -4.312 0.520 -4.578 0.057
Br -5.003 -7.720 -1.957 0.578
H -3.165 -7.201 6.865 0.047
```

## Properties
* maximum force: 0.0494 hartree/bohr
* E_tot: -1280012.923 eV
* E_HOMO: -0.369 Eh
* E_LUMO: 0.04 eV
* spin multiplicity: 1

(2)
The following is a quantum chemistry calculation of a molecular structure, C18H36CaF12O18P2, from the Open Molecules 2025 dataset.

```
87
Properties=species:S:1:pos:R:3:lowdin_charge:R:1
C -11.226 -2.497 10.570 -0.017
F -6.445 -2.644 11.554 -0.209
C -9.229 -2.090 7.112 -0.003
O -4.877 -0.389 12.229 -0.014
O -7.196 3.561 11.765 0.000
H -3.434 -4.594 7.190 0.104
C -6.977 4.895 12.209 -0.019
H -7.185 3.669 7.977 0.091
O -3.940 1.004 13.722 0.047
H -4.062 0.207 6.662 0.082
C -2.408 -2.785 10.375 -0.023
H -1.500 -2.193 10.281 0.104
H -5.965 4.998 12.594 0.101
H -10.942 1.614 12.095 0.099
H -4.538 -2.605 12.813 0.058
O -6.389 4.159 9.811 0.003
H -4.134 0.408 4.902 0.103
H -4.064 -3.766 5.749 0.094
C -8.595 -0.386 13.011 -0.599
H -4.149 -3.018 14.464 0.104
C -7.251 -1.579 14.506 0.011
P -6.764 -4.245 11.414 0.181
C -6.899 3.178 10.533 -0.599
H -8.265 -2.596 7.056 0.108
C -4.066 -2.492 8.736 -0.597
H -8.805 2.867 5.929 0.097
H -3.103 -2.209 10.988 0.073
O -5.916 0.702 5.807 0.010
O -9.887 -2.264 8.364 0.024
H -11.968 -1.922 10.007 0.100
H -9.845 0.823 10.957 0.091
C -6.562 0.754 6.953 -0.603
H -7.688 5.139 12.997 0.098
C -6.215 3.902 8.416 0.000
H -7.117 2.712 5.326 0.101
C -9.273 -1.760 9.415 -0.603
O -8.565 -1.217 14.026 0.043
O -8.194 -1.229 9.405 0.013
O -3.572 -1.097 13.919 0.047
F -7.378 -3.960 9.950 -0.136
O -4.707 -1.731 9.415 -0.011
O -6.223 0.218 7.971 0.038
O -9.957 -1.861 10.539 0.017
F -5.267 -4.436 10.808 -0.144
H -9.059 -1.034 6.897 0.091
H -7.183 5.608 11.413 0.098
F -3.623 3.269 9.777 -0.128
F -3.630 1.752 8.071 -0.158
F -4.499 1.191 10.111 -0.261
C -4.765 2.065 13.292 -0.034
H -4.832 -1.048 5.687 0.090
H -8.419 1.551 4.918 0.100
H -5.812 1.748 13.233 0.092
Ca -6.251 -0.302 10.327 1.530
O -4.456 -2.860 7.535 0.021
C -4.170 -0.174 13.185 -0.585
H -9.197 1.995 12.105 0.085
H -9.895 -2.519 6.368 0.100
H -11.207 -3.465 10.066 0.104
O -7.722 1.408 6.862 -0.005
C -3.797 -2.460 13.600 -0.035
H -7.426 -2.379 15.218 0.106
H -2.891 -2.930 13.213 0.093
C -9.942 1.211 11.973 -0.022
O -7.086 2.049 10.161 0.056
H -11.532 -2.619 11.600 0.102
H -2.611 -3.152 6.567 0.103
P -3.037 1.786 9.587 0.189
H -6.831 -0.736 15.055 0.107
C -4.657 0.023 5.771 0.004
F -2.526 1.778 11.110 -0.123
F -2.515 0.264 9.403 -0.134
C -3.582 -3.625 6.710 -0.026
O -9.797 0.156 12.910 0.028
H -4.469 2.450 12.320 0.078
O -7.695 -0.168 12.233 0.008
C -7.986 2.184 5.700 -0.046
H -5.907 4.859 8.000 0.109
H -2.222 -3.703 10.928 0.102
F -6.166 -4.441 12.917 -0.160
H -5.479 3.129 8.222 0.077
F -1.646 2.359 9.051 -0.123
H -6.649 -1.915 13.669 0.060
O -2.952 -3.080 9.109 0.022
H -4.749 2.850 14.043 0.102
F -8.229 -4.018 12.055 -0.142
F -7.021 -5.823 11.264 -0.138
```

## Properties
* maximum force: 0.0306 hartree/bohr
* E_tot: -125750.052 eV
* E_HOMO: -0.407 Eh
* E_LUMO: 0.17 eV
* spin multiplicity: 1

(3)
The following is a quantum chemistry calculation of 9 unconnected molecules or ions with the total composition C18H36Cl18, from the Open Molecules 2025 dataset.

```
72
Properties=species:S:1:pos:R:3:lowdin_charge:R:1
C -1.270 -7.920 -0.696 -0.683
H 0.605 9.229 1.808 0.069
Cl -0.311 10.668 3.904 0.560
H -6.950 2.829 -2.203 0.052
C 1.005 1.038 -0.483 -0.684
C 5.736 4.476 -4.040 -0.654
Cl 4.553 -3.465 1.563 0.474
H 6.798 2.702 -4.966 0.060
H -5.428 -4.026 -4.899 0.048
H 6.678 -3.322 0.488 0.065
H -4.625 -5.146 -3.760 0.069
H -0.216 -8.127 -0.884 0.059
Cl -0.753 -9.298 1.539 0.544
H 6.532 5.106 2.984 0.078
Cl -5.817 5.620 -2.285 0.523
H -1.864 -7.793 -1.602 0.065
Cl 4.936 -6.584 0.752 0.515
Cl 6.047 2.006 -2.947 0.546
H 4.664 4.359 -4.197 0.066
Cl -1.296 -6.297 0.051 0.523
H -5.951 -2.989 3.472 0.077
C 6.099 -4.161 0.874 -0.627
H 0.828 8.197 3.194 0.069
H -1.844 -10.034 -0.399 0.076
C -7.524 3.492 -1.555 -0.608
Cl -3.972 -5.266 -6.810 0.520
C -5.293 -3.797 3.152 -0.717
Cl 0.966 1.159 -2.216 0.579
C 6.092 4.114 3.091 -0.712
H 1.156 1.970 0.061 0.068
H -2.788 -8.780 0.461 0.068
C -1.797 -9.076 0.119 -0.652
H -5.750 4.156 -0.535 0.053
H 7.691 3.526 -3.760 0.065
Cl -0.447 -0.011 1.760 0.467
Cl 4.396 5.122 4.830 0.577
H -8.285 3.979 -2.164 0.065
Cl -4.365 -2.852 -3.180 0.525
Cl -8.188 2.280 -0.351 0.489
H 6.076 3.664 2.098 0.072
C -0.973 9.117 3.315 -0.670
H 6.933 -5.988 -0.049 0.059
H 4.301 3.140 3.648 0.068
Cl -6.065 -5.084 2.207 0.546
C 4.633 4.154 3.425 -0.729
C -4.522 -4.218 -4.323 -0.661
Cl -5.421 -4.688 5.675 0.561
C -3.406 -4.269 -5.410 -0.629
Cl 5.901 5.177 -2.441 0.543
H 1.866 0.447 -0.172 0.060
Cl 6.943 3.051 4.193 0.580
Cl -0.456 7.102 1.549 0.525
C 6.674 3.238 -4.025 -0.694
H 6.611 -4.501 1.774 0.052
C -6.603 4.641 -1.009 -0.636
C 0.083 8.547 2.480 -0.703
H -2.464 -4.593 -4.968 0.070
H -1.869 9.481 2.811 0.065
H -3.149 -3.313 -5.864 0.058
C -0.356 0.294 -0.049 -0.600
H -3.750 -3.458 4.503 0.077
H 6.039 5.255 -4.740 0.066
C 6.015 -5.400 -0.048 -0.610
H -0.397 -0.709 -0.474 0.054
H 5.677 -5.205 -1.066 0.070
H -4.728 -3.227 2.415 0.068
H -6.992 5.403 -0.335 0.062
H -1.162 0.975 -0.322 0.056
H 4.013 4.708 2.720 0.067
H -3.746 -5.035 3.918 0.079
H -1.313 8.475 4.128 0.085
C -4.439 -4.267 4.262 -0.691
```

## Properties
* maximum force: 0.0555 hartree/bohr
* E_tot: -244653.179 eV
* E_HOMO: -0.389 Eh
* E_LUMO: 0.08 eV
* spin multiplicity: 1

(4)
The following is a quantum chemistry calculation of 4 unconnected molecules or ions with the total composition C18H36N8O5PS, from the Open Molecules 2025 dataset.

```
69
Properties=species:S:1:pos:R:3:nbo_charge:R:1
C 1.075 0.332 -2.617 -0.533
H -0.129 -0.500 -0.810 0.193
S 1.808 -1.306 -3.112 0.256
H 3.796 -6.365 -5.230 0.218
H 1.775 3.650 5.469 0.400
C 0.589 3.754 0.475 0.682
N 0.508 5.081 0.187 -0.602
H 5.871 -6.948 -2.340 0.250
P -4.049 -1.786 2.710 1.392
H 1.062 5.357 -0.612 0.404
H -1.873 -2.645 2.893 0.402
C 3.193 -5.495 -4.979 -0.412
N -4.058 -1.674 0.913 -0.634
H 0.933 1.018 -3.531 0.244
H 4.535 -7.523 -3.350 0.226
H -2.842 -3.189 4.126 0.424
H -5.304 -1.604 -2.415 0.295
H 0.432 6.859 1.240 0.214
N -0.313 -2.044 -5.087 -0.269
H -2.421 0.702 -2.355 0.225
H 2.135 -5.766 -5.018 0.189
C 1.160 6.925 5.753 -0.722
H -0.040 2.171 1.757 0.225
H 1.093 7.685 4.976 0.246
H -1.267 3.420 1.486 0.219
H 0.205 6.886 6.282 0.228
O -5.552 -2.415 3.249 -0.946
H -0.395 1.271 -1.228 0.257
N -1.128 -3.131 -5.233 -0.259
O 4.519 -4.928 -1.667 -0.629
H 1.962 7.202 6.441 0.234
H -1.773 -1.563 0.536 0.280
C -0.241 0.226 -1.703 -0.429
C -0.201 3.244 1.648 -0.730
C 1.451 4.485 7.396 -0.413
H -0.816 5.689 1.722 0.213
N -3.291 -1.568 -1.216 -0.310
O 1.590 5.451 3.916 -0.652
C -4.726 -1.615 -1.439 -0.033
H -6.322 -1.771 0.320 0.271
H -2.588 -1.978 -3.257 0.260
O 1.289 3.019 -0.214 -0.668
H -1.366 -2.203 -1.869 0.232
H 1.882 0.853 -1.970 0.290
C 5.197 -6.677 -3.152 -0.721
C -5.217 -1.686 0.028 -0.032
C -2.222 -1.530 -2.260 -0.254
H 1.236 5.468 7.811 0.216
H 0.130 3.739 2.565 0.261
N -2.825 -2.992 3.107 -1.157
H -1.306 0.024 -3.650 0.256
H 2.388 4.114 7.814 0.204
C 4.389 -5.472 -2.755 0.675
C -0.817 -4.064 -4.185 0.225
C 1.456 5.590 5.126 0.679
H 3.388 -4.700 -5.702 0.202
C 0.513 -2.309 -3.946 0.264
H 0.643 3.799 7.657 0.197
C -1.598 -0.077 -2.535 -0.440
H -1.281 -5.072 -3.934 0.238
C -2.835 -1.595 0.138 0.218
O 0.236 -3.579 -3.344 -0.441
N 1.575 4.514 5.954 -0.614
H 5.795 -6.451 -4.038 0.230
H -0.955 6.544 0.168 0.193
N 3.485 -4.989 -3.655 -0.621
H -6.263 -1.777 2.989 0.510
H 2.977 -4.179 -3.324 0.395
C -0.259 6.095 0.880 -0.411
```

## Properties
* maximum force: 0.1319 hartree/bohr
* charge: +1
* E_tot: -61522.256 eV
* E_HOMO: -0.401 Eh
* E_LUMO: -3.53 eV
* spin multiplicity: 1

(5)
The following is a quantum chemistry calculation of a molecular structure, C18H36NiO10S4, from the Open Molecules 2025 dataset.

```
69
Properties=species:S:1:pos:R:3:nbo_charge:R:1
C -0.351 -1.717 -2.631 -0.096
H -2.083 -3.992 -0.350 0.264
H -1.130 4.231 0.241 0.225
H 2.482 -0.843 1.099 0.276
O -1.440 -1.826 0.786 -0.989
S -1.290 -2.994 1.599 2.211
S -3.201 2.038 0.397 2.189
O 0.135 0.278 1.574 -0.988
H -1.702 2.758 2.080 0.256
O 1.462 2.203 2.371 -0.947
H 4.658 -0.476 2.513 0.231
H -2.206 5.439 -0.427 0.229
H -0.747 0.588 -2.897 0.328
H 2.010 2.865 -4.466 0.211
C 2.893 -0.578 3.823 -0.398
C 2.795 0.130 1.499 -0.674
H 2.764 1.303 -4.659 0.226
H -1.315 2.117 -3.539 0.247
O 0.384 3.748 -2.166 -0.952
C -2.782 3.353 -0.793 -0.648
C 3.708 0.027 2.695 -0.425
H -1.126 -6.042 1.712 0.214
H -3.952 4.655 1.237 0.208
O -1.332 -0.919 -2.000 -0.970
C -1.927 -4.381 0.660 -0.674
C -2.903 4.405 1.430 -0.406
O -2.301 0.928 0.232 -0.982
O -4.626 1.852 0.324 -0.930
H 0.790 -0.858 3.838 0.251
C 1.951 1.815 -4.150 -0.409
H 1.168 0.689 4.618 0.256
H 2.736 -1.641 3.597 0.202
H 3.368 -0.620 4.801 0.232
H -2.534 5.107 2.173 0.230
S 1.298 0.781 2.234 2.215
C 1.457 0.001 3.830 -0.682
C -0.891 -5.468 0.811 -0.413
H -3.751 3.677 -1.160 0.246
O -1.744 -2.950 2.965 -0.932
H -0.965 -6.208 0.012 0.230
H -0.869 -2.664 -2.883 0.142
C 2.138 1.867 -2.637 -0.671
H -2.945 -4.570 1.004 0.258
H -0.172 -1.327 -3.654 0.122
Ni -0.656 -0.340 -0.317 1.533
C 0.877 -2.017 -1.765 -0.075
H 0.795 -3.081 -1.441 0.099
H 2.372 0.868 -2.258 0.257
C 0.512 -4.833 0.827 -0.403
H 0.806 -4.641 -0.202 0.229
C -2.185 4.471 0.068 -0.408
H 1.001 -2.687 1.172 0.295
H 0.617 0.189 -4.560 0.221
O 0.269 1.661 -0.784 -0.992
H 0.764 -3.669 2.619 0.240
H 2.799 2.623 -2.222 0.249
H 2.972 0.758 0.630 0.269
H 0.211 1.600 -5.479 0.225
C 0.556 1.279 -4.499 -0.408
C 0.422 -3.512 1.596 -0.713
H 4.027 1.037 2.987 0.218
C -2.751 2.956 1.852 -0.680
H -3.378 2.693 2.702 0.256
H 1.173 -5.547 1.311 0.223
C -0.415 1.538 -3.346 -0.732
H -2.071 2.874 -1.457 0.250
S 0.512 2.322 -2.044 2.195
H 1.741 -2.105 -2.462 0.126
O 1.118 -1.216 -0.671 -0.986
```

## Properties
* maximum force: 0.0417 hartree/bohr
* E_tot: -124106.640 eV
* E_HOMO (alpha / beta): -0.268 / -0.263 Eh
* E_LUMO (alpha / beta): 0.45 / 0.45 eV
* spin multiplicity: 3

(6)
The following is a quantum chemistry calculation of a molecular structure, C18H36O29S7, from the Open Molecules 2025 dataset.

```
90
Properties=species:S:1:pos:R:3:lowdin_charge:R:1
O -0.496 24.379 5.695 -0.227
C -2.324 17.757 17.504 -0.179
H 5.651 27.960 15.937 0.126
H -3.939 23.279 9.096 0.128
O -0.929 32.086 10.586 -0.203
O -8.517 22.189 16.368 -0.224
O -0.276 24.160 11.008 -0.254
H -2.413 17.806 16.419 0.133
O -2.338 24.128 3.921 -0.248
C -6.637 25.208 16.382 -0.237
O -3.663 17.536 20.470 -0.253
H 3.614 22.467 17.607 0.114
H -6.020 25.655 15.602 0.132
H -4.974 24.036 16.697 0.123
S -1.080 24.840 4.193 0.765
C -3.496 22.879 10.009 -0.155
H -3.012 20.797 9.689 0.126
C 1.227 23.570 4.360 -0.143
H -4.122 11.814 3.314 0.134
O -3.505 17.122 17.923 -0.198
O 4.383 30.715 14.498 -0.273
C 3.656 27.832 15.066 -0.208
C 0.916 24.297 5.682 -0.192
H 5.561 20.710 14.851 0.122
H 4.741 19.737 17.469 0.115
C 3.908 20.366 17.156 -0.160
O -0.974 26.290 4.098 -0.246
H -1.367 11.696 3.206 0.137
O -6.197 22.067 15.401 -0.255
O -3.603 19.313 18.635 -0.187
H 2.198 23.804 3.924 0.129
H 4.440 27.310 17.069 0.128
H -4.307 22.489 10.623 0.124
O -1.648 23.252 12.862 -0.235
H -2.021 21.776 8.697 0.120
H -1.627 19.135 19.057 0.127
O 5.234 22.034 16.471 -0.138
C -2.087 11.949 3.984 -0.231
H -0.724 29.318 9.622 0.136
H 0.664 31.441 9.472 0.134
S -7.223 22.796 16.182 0.729
S 3.509 30.237 15.613 0.716
H -5.422 24.927 18.189 0.144
S -4.232 17.927 19.165 0.736
O 2.704 28.842 15.241 -0.196
C -0.421 31.516 9.391 -0.165
S -2.640 13.786 5.620 0.735
H -0.613 32.154 8.528 0.128
O -1.472 21.791 10.748 -0.216
H 3.174 26.855 15.094 0.132
H -1.449 17.169 17.780 0.130
S -1.380 23.330 11.468 0.725
O -3.010 12.918 6.690 -0.230
H 4.429 22.070 14.570 0.120
C 4.794 21.344 15.296 -0.235
O 0.207 24.056 3.437 -0.224
O 2.678 31.201 16.282 -0.220
H 2.743 20.858 15.431 0.113
H -2.101 11.061 4.616 0.132
O 4.476 29.445 16.630 -0.219
C 4.614 28.026 16.266 -0.114
O -2.810 23.911 10.771 -0.215
H -1.947 19.912 17.553 0.137
O -2.406 15.166 5.977 -0.222
C 3.722 20.426 15.635 -0.187
C -2.481 21.749 9.685 -0.146
O -7.431 24.341 15.694 -0.175
C -5.796 24.375 17.327 -0.195
H 4.124 27.860 14.081 0.126
S -2.238 31.306 11.199 0.747
O -5.685 17.967 18.996 -0.232
H -3.096 13.027 2.484 0.132
H -1.464 30.074 8.179 0.139
O -2.403 30.523 9.802 -0.199
H -7.175 26.079 16.756 0.135
C -3.345 12.568 3.440 -0.171
C 4.429 21.744 17.574 -0.214
O -3.701 13.632 4.329 -0.206
O -6.624 23.282 17.627 -0.176
H 2.984 20.097 17.667 0.107
H 5.076 21.783 18.450 0.125
O -1.811 30.384 12.267 -0.254
H 1.268 25.319 5.814 0.130
C -1.200 30.215 9.227 -0.213
O -3.384 32.215 11.456 -0.249
H 3.812 19.495 15.076 0.119
H 1.289 23.634 6.463 0.132
H 1.201 22.489 4.492 0.126
O -1.506 13.010 4.659 -0.211
C -2.309 19.118 18.206 -0.213
```

## Properties
* maximum force: 0.0842 hartree/bohr
* E_tot: -154461.976 eV
* E_HOMO: -0.363 Eh
* E_LUMO: -0.12 eV
* spin multiplicity: 1